Entry 1:
{
  "formula": "C28H49FN3O7S",
  "method": "ωB97M-V/def2-TZVPD",
  "e_homo_ha": -0.06288,
  "total_energy_ev": -62180.080,
  "total_charge": -1,
  "species": ["C", "C", "C", "C", "C", "C", "C", "C", "C", "C", "C", "C", "C", "C", "C", "O", "C", "C", "N", "C", "C", "C", "N", "C", "C", "C", "C", "C", "C", "F", "C", "C", "O", "N", "O", "H", "H", "H", "H", "H", "H", "H", "H", "H", "H", "H", "H", "H", "H", "H", "H", "H", "H", "H", "H", "H", "H", "H", "H", "H", "H", "H", "H", "H", "H", "H", "H", "H", "H", "H", "H", "H", "H", "H", "H", "H", "H", "H", "H", "H", "H", "H", "H", "H", "O", "S", "O", "O", "O"],
  "positions_angstrom": [[8.219, -3.249, 0.856], [8.121, -1.918, 1.599], [8.781, -0.784, 0.790], [8.097, 0.587, 0.969], [7.407, 1.091, -0.313], [5.954, 1.500, -0.090], [5.166, 1.544, -1.401], [4.129, 2.657, -1.511], [3.230, 2.655, -0.269], [2.190, 1.539, -0.425], [0.856, 1.974, -1.010], [-0.126, 0.806, -0.979], [-1.605, 1.211, -1.129], [-2.516, 0.492, -0.115], [-3.132, 1.414, 0.959], [-2.423, 2.621, 1.125], [-4.588, 1.785, 0.673], [-4.732, 2.711, -0.539], [-5.456, 0.526, 0.531], [-6.345, 0.384, 1.706], [-6.142, -0.558, 2.686], [-7.053, -0.588, 3.740], [-8.076, 0.240, 3.863], [-8.240, 1.146, 2.906], [-7.412, 1.251, 1.800], [-4.670, -0.738, 0.207], [-5.669, -1.779, -0.323], [-5.518, -3.207, 0.261], [-5.124, -4.275, -0.737], [-4.601, -3.197, 1.323], [-3.607, -0.329, -0.822], [-2.956, -1.561, -1.461], [-3.552, -1.906, -2.711], [-3.001, -1.045, -3.743], [-3.851, -0.560, -4.360], [7.893, -4.092, 1.471], [9.253, -3.421, 0.529], [7.601, -3.202, -0.044], [7.060, -1.678, 1.699], [8.620, -2.001, 2.573], [9.815, -0.693, 1.149], [8.791, -1.067, -0.264], [7.372, 0.536, 1.787], [8.861, 1.323, 1.251], [7.947, 1.972, -0.683], [7.391, 0.286, -1.054], [5.470, 0.816, 0.609], [5.931, 2.504, 0.376], [4.642, 0.589, -1.525], [5.876, 1.609, -2.231], [3.491, 2.409, -2.372], [4.544, 3.653, -1.708], [3.793, 2.463, 0.642], [2.744, 3.634, -0.142], [1.975, 1.079, 0.546], [2.629, 0.760, -1.058], [0.968, 2.363, -2.027], [0.448, 2.782, -0.384], [0.132, 0.108, -1.779], [0.012, 0.307, -0.016], [-1.692, 2.295, -1.063], [-1.926, 0.945, -2.143], [-1.896, -0.237, 0.418], [-3.120, 0.863, 1.908], [-2.135, 2.721, 2.037], [-4.954, 2.327, 1.543], [-3.914, 2.584, -1.245], [-5.684, 2.567, -1.057], [-4.685, 3.741, -0.193], [-6.068, 0.687, -0.269], [-5.324, -1.263, 2.668], [-6.933, -1.335, 4.517], [-9.074, 1.830, 3.016], [-7.608, 2.000, 1.042], [-4.145, -1.068, 1.097], [-6.691, -1.453, -0.113], [-5.590, -1.831, -1.410], [-6.476, -3.498, 0.697], [-4.045, -4.304, -0.886], [-5.612, -4.094, -1.694], [-5.421, -5.258, -0.374], [-4.113, 0.281, -1.580], [-1.886, -1.389, -1.612], [-3.053, -2.439, -0.824], [6.659, -1.541, -1.823], [5.408, -2.042, -1.182], [4.217, -1.463, -1.887], [5.382, -1.583, 0.245], [5.366, -3.523, -1.240]]
}


Entry 2:
{
  "formula": "C28H49N3O7S3",
  "method": "ωB97M-V/def2-TZVPD",
  "e_homo_ha": -0.30458,
  "total_energy_ev": -81127.911,
  "total_charge": 0,
  "species": ["C", "C", "O", "N", "C", "C", "C", "O", "N", "C", "C", "C", "N", "C", "C", "C", "C", "O", "C", "O", "C", "C", "C", "C", "C", "C", "C", "C", "C", "H", "H", "H", "H", "H", "H", "H", "H", "H", "H", "H", "H", "H", "H", "H", "H", "H", "H", "H", "H", "H", "H", "H", "H", "H", "H", "H", "H", "H", "H", "H", "C", "S", "O", "C", "H", "H", "H", "H", "H", "H", "C", "S", "O", "C", "H", "H", "H", "H", "H", "H", "C", "S", "O", "C", "H", "H", "H", "H", "H", "H"],
  "positions_angstrom": [[-1.036, -3.365, 3.661], [0.006, -2.197, 4.040], [1.001, -2.516, 4.765], [-0.109, -0.808, 3.554], [0.293, 0.193, 4.581], [0.614, -0.654, 2.269], [2.214, -0.569, 2.225], [3.046, -0.781, 3.128], [2.450, -0.217, 0.776], [1.558, 0.986, 0.487], [1.051, 1.162, -1.041], [1.978, 2.110, -1.935], [2.919, 1.524, -2.665], [2.402, 2.171, 1.166], [3.981, 2.124, 0.738], [4.949, 1.586, 1.887], [5.698, 0.206, 1.610], [5.403, -0.434, 0.342], [5.171, -1.814, 0.468], [4.943, -2.524, -0.557], [0.185, 0.479, 1.214], [-0.957, 1.545, 1.565], [-2.343, 0.791, 1.945], [-2.809, 0.872, 3.416], [-4.101, 0.158, 3.939], [-4.941, -0.676, 2.938], [-4.487, -0.736, 1.458], [-3.191, -0.019, 0.934], [-2.795, -0.149, -0.604], [-2.037, -3.266, 4.208], [-1.192, -3.465, 2.522], [-0.583, -4.365, 4.022], [1.401, 0.154, 4.869], [-0.031, 1.272, 4.325], [-0.284, -0.082, 5.545], [0.366, -1.626, 1.691], [2.037, -1.003, 0.249], [0.993, 0.108, -1.498], [-0.008, 1.593, -1.070], [1.850, 3.244, -2.007], [2.907, 0.500, -2.495], [2.349, 2.173, 2.322], [2.001, 3.209, 0.853], [4.073, 1.618, -0.275], [4.260, 3.234, 0.563], [4.394, 1.521, 2.900], [5.766, 2.387, 2.059], [6.836, 0.412, 1.626], [5.529, -0.557, 2.462], [5.218, -2.395, 1.462], [-0.304, -0.115, 0.348], [-0.669, 2.319, 2.358], [-1.221, 2.161, 0.620], [-2.221, 1.451, 4.214], [-4.369, 0.234, 5.047], [-5.882, -1.248, 3.256], [-5.080, -1.349, 0.698], [-3.691, 0.013, -1.313], [-1.896, 0.481, -0.917], [-2.487, -1.252, -0.778], [-2.344, -0.712, -5.495], [-3.115, 0.812, -4.911], [-3.223, 0.717, -3.422], [-4.752, 0.473, -5.595], [-1.311, -0.731, -5.145], [-2.876, -1.578, -5.097], [-2.354, -0.732, -6.586], [-5.138, -0.465, -5.190], [-4.687, 0.416, -6.682], [-5.417, 1.289, -5.314], [7.118, -4.212, -5.490], [5.521, -3.493, -5.050], [5.349, -2.253, -5.865], [5.993, -2.985, -3.383], [7.064, -4.565, -6.521], [7.904, -3.459, -5.407], [7.334, -5.056, -4.831], [6.847, -2.306, -3.427], [6.243, -3.866, -2.790], [5.148, -2.472, -2.926], [-8.135, 3.362, 1.184], [-7.555, 2.288, -0.147], [-7.488, 0.898, 0.397], [-5.869, 2.933, -0.193], [-9.171, 3.104, 1.408], [-7.524, 3.215, 2.076], [-8.085, 4.404, 0.860], [-5.396, 2.812, 0.784], [-5.889, 3.988, -0.473], [-5.306, 2.371, -0.940]]
}


Entry 3:
{
  "formula": "C28H49N7",
  "method": "ωB97M-V/def2-TZVPD",
  "e_homo_ha": -0.42129,
  "smiles": "CCCC#N.CCCC#N.CCCC#N.CCCC#N.CCCC#N.CCCC#N.CCCC#N",
  "total_energy_ev": -40258.689,
  "e_above_lowest_kcal_mol": 42.3,
  "total_charge": 0,
  "species": ["C", "C", "C", "C", "N", "H", "H", "H", "H", "H", "H", "H", "C", "C", "C", "C", "N", "H", "H", "H", "H", "H", "H", "H", "C", "C", "C", "C", "N", "H", "H", "H", "H", "H", "H", "H", "C", "C", "C", "C", "N", "H", "H", "H", "H", "H", "H", "H", "C", "C", "C", "C", "N", "H", "H", "H", "H", "H", "H", "H", "C", "C", "C", "C", "N", "H", "H", "H", "H", "H", "H", "H", "C", "C", "C", "C", "N", "H", "H", "H", "H", "H", "H", "H"],
  "positions_angstrom": [[-1.555, 0.537, 5.143], [-2.071, 1.393, 6.289], [-3.304, 0.847, 6.961], [-4.500, 0.862, 6.091], [-5.400, 0.850, 5.375], [-1.172, -0.440, 5.443], [-0.848, 1.077, 4.519], [-2.457, 0.272, 4.580], [-2.302, 2.439, 6.067], [-1.296, 1.522, 7.055], [-3.658, 1.346, 7.866], [-3.231, -0.217, 7.216], [0.037, 0.772, -1.839], [1.499, 0.801, -1.432], [1.774, 0.044, -0.166], [1.166, 0.578, 1.065], [0.688, 1.018, 2.011], [-0.535, 1.465, -1.213], [-0.409, -0.220, -1.858], [-0.156, 1.230, -2.813], [1.953, 1.796, -1.428], [2.111, 0.340, -2.216], [2.856, -0.102, -0.086], [1.460, -1.001, -0.264], [-4.571, -2.970, -1.225], [-3.381, -2.604, -2.120], [-3.610, -1.411, -3.082], [-4.742, -1.541, -4.001], [-5.591, -1.709, -4.753], [-5.546, -2.707, -1.637], [-4.508, -2.320, -0.349], [-4.510, -4.024, -0.973], [-3.150, -3.420, -2.808], [-2.522, -2.332, -1.511], [-2.726, -1.350, -3.718], [-3.746, -0.499, -2.497], [2.092, 2.064, 4.868], [2.021, 2.228, 6.380], [2.379, 0.903, 7.078], [2.412, 0.889, 8.535], [2.428, 0.896, 9.685], [3.128, 2.072, 4.525], [1.548, 2.877, 4.387], [1.631, 1.152, 4.484], [1.015, 2.486, 6.713], [2.720, 3.011, 6.670], [3.310, 0.512, 6.659], [1.643, 0.146, 6.787], [3.604, -3.392, -7.988], [2.428, -2.925, -7.142], [2.871, -1.533, -6.573], [1.921, -0.994, -5.587], [1.141, -0.644, -4.820], [3.589, -2.852, -8.934], [3.372, -4.423, -8.281], [4.572, -3.366, -7.498], [2.229, -3.430, -6.196], [1.532, -2.824, -7.747], [3.115, -0.804, -7.346], [3.800, -1.688, -6.021], [3.766, -1.976, 2.313], [2.567, -2.736, 2.890], [2.141, -2.210, 4.265], [1.462, -3.263, 5.052], [0.964, -4.104, 5.644], [3.956, -2.180, 1.262], [4.742, -2.028, 2.809], [3.613, -0.905, 2.502], [2.787, -3.805, 2.957], [1.729, -2.752, 2.192], [1.328, -1.494, 4.100], [2.927, -1.704, 4.819], [-0.783, 3.022, -5.717], [-1.931, 3.937, -6.110], [-2.804, 4.486, -4.957], [-3.575, 5.605, -5.486], [-4.181, 6.490, -5.897], [-1.236, 2.097, -5.345], [-0.180, 3.363, -4.869], [-0.041, 2.737, -6.461], [-2.568, 3.406, -6.823], [-1.601, 4.767, -6.740], [-2.169, 4.859, -4.153], [-3.461, 3.706, -4.578]]
}


Entry 4:
{
  "formula": "C28H50AsBrFIN7OS5SbSi3Ti",
  "method": "ωB97M-V/def2-TZVPD",
  "e_homo_ha": -0.04384,
  "total_energy_ev": -291496.176,
  "e_above_lowest_kcal_mol": 11.5,
  "total_charge": -2,
  "species": ["Ti", "S", "Sb", "S", "S", "S", "C", "C", "C", "N", "N", "C", "N", "S", "H", "H", "H", "H", "H", "H", "H", "N", "C", "N", "C", "C", "O", "C", "C", "H", "H", "H", "H", "H", "H", "H", "H", "F", "Br", "C", "C", "C", "N", "C", "C", "H", "H", "H", "H", "C", "Si", "C", "C", "As", "Si", "C", "C", "C", "Si", "C", "C", "C", "H", "H", "H", "H", "H", "H", "H", "H", "H", "H", "H", "H", "H", "H", "H", "H", "H", "H", "H", "H", "H", "H", "H", "H", "H", "H", "H", "I", "C", "C", "C", "C", "C", "N", "H", "H", "H", "H"],
  "positions_angstrom": [[-0.680, -0.572, -1.449], [1.172, -2.978, 3.666], [3.250, -3.421, 2.625], [3.251, -2.038, -0.926], [2.692, -1.442, 0.949], [4.971, -2.513, 3.883], [2.178, -2.290, -6.137], [0.879, -2.607, -5.398], [1.044, -2.584, -3.915], [0.435, -1.760, -3.158], [0.667, -1.902, -1.821], [1.706, -2.873, -1.457], [1.305, -3.839, -0.489], [2.077, -3.716, -3.053], [2.014, -2.305, -7.216], [2.959, -3.014, -5.900], [2.547, -1.302, -5.859], [0.496, -3.587, -5.695], [0.092, -1.892, -5.642], [1.116, -3.398, 0.410], [0.499, -4.359, -0.811], [-0.814, -1.670, 0.542], [-1.362, -2.199, 1.411], [-2.015, -2.890, 2.305], [-2.889, -3.983, 1.900], [-4.303, -3.660, 2.353], [-4.347, -3.398, 3.744], [-3.509, -2.301, 4.098], [-2.062, -2.563, 3.728], [-2.536, -4.901, 2.380], [-2.843, -4.108, 0.818], [-4.971, -4.502, 2.167], [-4.671, -2.787, 1.795], [-3.610, -2.170, 5.174], [-3.865, -1.392, 3.592], [-1.652, -3.411, 4.280], [-1.418, -1.714, 3.926], [-1.542, 0.688, -0.453], [-6.161, -4.502, -1.437], [-4.644, -3.389, -1.602], [-3.444, -3.918, -2.016], [-2.355, -3.065, -2.092], [-2.425, -1.782, -1.742], [-3.613, -1.268, -1.401], [-4.754, -2.036, -1.316], [-3.344, -4.951, -2.311], [-1.392, -3.420, -2.431], [-3.620, -0.215, -1.156], [-5.695, -1.593, -1.026], [2.914, 4.004, -1.183], [1.399, 4.030, -0.053], [-0.186, 4.250, -1.056], [1.566, 5.612, 0.964], [1.289, 1.925, 0.957], [-0.266, 2.312, 2.681], [-2.030, 2.293, 2.028], [-0.112, 3.953, 3.606], [-0.111, 0.934, 3.938], [3.336, 1.822, 2.165], [3.226, 0.620, 3.580], [3.848, 3.490, 2.904], [4.679, 1.414, 0.908], [2.750, 4.605, -2.082], [3.184, 2.991, -1.485], [3.776, 4.418, -0.654], [-0.030, 4.918, -1.908], [-0.961, 4.692, -0.423], [-0.567, 3.297, -1.426], [1.734, 6.443, 0.270], [2.405, 5.576, 1.660], [0.661, 5.829, 1.531], [-2.165, 2.949, 1.166], [-2.696, 2.628, 2.830], [-2.318, 1.289, 1.718], [-0.532, 4.775, 3.024], [0.918, 4.206, 3.861], [-0.685, 3.876, 4.536], [0.131, -0.028, 3.476], [-1.056, 0.840, 4.485], [0.679, 1.131, 4.665], [3.043, 1.153, 4.518], [4.173, 0.077, 3.671], [2.467, -0.158, 3.474], [3.079, 3.938, 3.535], [4.132, 4.211, 2.133], [4.729, 3.309, 3.529], [4.262, 1.101, -0.050], [5.272, 0.577, 1.282], [5.334, 2.276, 0.747], [-3.111, -2.583, -5.428], [-1.057, 0.556, -3.131], [-1.613, 1.016, -4.317], [-0.843, 1.909, -5.042], [0.417, 2.302, -4.577], [0.885, 1.796, -3.382], [0.116, 0.949, -2.700], [-2.560, 0.639, -4.677], [-1.204, 2.291, -5.990], [1.032, 2.986, -5.147], [1.852, 2.050, -2.969]]
}


Entry 5:
{
  "formula": "C28H50BaO11P",
  "method": "ωB97M-V/def2-TZVPD",
  "e_homo_ha": -0.43540,
  "total_energy_ev": -62353.596,
  "e_above_lowest_kcal_mol": 19.3,
  "total_charge": 1,
  "species": ["Ba", "C", "C", "O", "C", "C", "O", "C", "C", "O", "C", "C", "O", "C", "C", "O", "C", "C", "O", "H", "H", "H", "H", "H", "H", "H", "H", "H", "H", "H", "H", "H", "H", "H", "H", "H", "H", "H", "H", "H", "H", "H", "H", "C", "C", "C", "C", "O", "P", "O", "O", "O", "C", "C", "C", "C", "H", "H", "H", "H", "H", "H", "H", "H", "H", "H", "H", "H", "H", "H", "H", "H", "H", "H", "C", "C", "O", "C", "C", "C", "C", "C", "C", "H", "H", "H", "H", "H", "H", "H", "H"],
  "positions_angstrom": [[-0.146, -1.033, 0.325], [0.987, -4.784, 1.636], [1.843, -3.587, 1.989], [2.191, -2.850, 0.825], [3.413, -3.290, 0.243], [3.814, -2.365, -0.872], [2.985, -2.617, -1.986], [3.071, -1.636, -2.999], [2.237, -0.414, -2.653], [0.903, -0.764, -2.305], [0.112, -1.155, -3.420], [-1.285, -1.390, -2.903], [-1.241, -2.497, -2.002], [-2.492, -3.139, -1.779], [-3.185, -2.535, -0.573], [-2.403, -2.735, 0.598], [-2.565, -4.001, 1.214], [-1.317, -4.302, 1.998], [-0.244, -4.354, 1.073], [0.820, -5.402, 2.524], [1.483, -5.399, 0.884], [2.743, -3.901, 2.529], [1.293, -2.907, 2.646], [3.313, -4.307, -0.150], [4.196, -3.289, 1.011], [4.863, -2.552, -1.133], [3.729, -1.327, -0.525], [2.716, -2.114, -3.912], [4.109, -1.329, -3.172], [2.235, 0.303, -3.481], [2.650, 0.097, -1.783], [0.504, -2.065, -3.878], [0.091, -0.355, -4.168], [-1.956, -1.605, -3.739], [-1.636, -0.477, -2.400], [-2.261, -4.193, -1.623], [-3.135, -3.056, -2.661], [-4.200, -2.924, -0.459], [-3.234, -1.448, -0.699], [-2.703, -4.779, 0.458], [-3.437, -3.990, 1.875], [-1.429, -5.260, 2.515], [-1.151, -3.523, 2.756], [-1.846, 5.046, 2.000], [-1.656, 3.546, 2.145], [-0.177, 3.201, 2.256], [-2.444, 3.000, 3.326], [-2.216, 2.986, 0.922], [-1.968, 1.536, 0.338], [-0.681, 1.451, -0.460], [-2.026, 0.446, 1.379], [-3.219, 1.329, -0.622], [-3.758, 2.228, -1.635], [-4.469, 1.305, -2.611], [-4.745, 3.169, -0.963], [-2.646, 2.995, -2.339], [-1.489, 5.556, 2.895], [-2.902, 5.281, 1.863], [-1.292, 5.420, 1.138], [0.250, 3.707, 3.124], [0.356, 3.528, 1.363], [-0.039, 2.125, 2.383], [-2.074, 3.439, 4.254], [-2.347, 1.917, 3.378], [-3.500, 3.250, 3.221], [-5.227, 0.717, -2.091], [-3.752, 0.624, -3.075], [-4.955, 1.883, -3.397], [-5.507, 2.598, -0.431], [-5.236, 3.789, -1.714], [-4.235, 3.816, -0.252], [-1.917, 2.303, -2.764], [-2.127, 3.654, -1.643], [-3.068, 3.602, -3.140], [3.744, 0.168, 3.472], [2.970, 0.333, 2.193], [1.959, -0.327, 2.002], [3.476, 1.277, 1.167], [4.834, 1.591, 1.089], [5.292, 2.443, 0.096], [4.395, 3.013, -0.798], [3.039, 2.725, -0.708], [2.582, 1.851, 0.263], [3.155, -0.396, 4.190], [4.026, 1.135, 3.886], [4.668, -0.380, 3.269], [5.538, 1.163, 1.791], [6.346, 2.673, 0.027], [4.754, 3.693, -1.559], [2.332, 3.182, -1.389], [1.519, 1.653, 0.337]]
}


Record-wise Kohn-Sham gap values, in eV: 1.3 8.5 11.5 4.5 9.4